The following is a quantum chemistry calculation of C27H25BrN4O2OsSTe as an isolated structure, from the OMol25 dataset.

Properties
2S+1   6
Highest occupied orbital energy (alpha / beta)   -8.08 / -10.43 eV
⟨S²⟩   8.848
Net charge   +1

XYZ file:
```
62
Properties=species:S:1:pos:R:3:mulliken_charge:R:1
Os -0.1256 -1.2526 -0.8975 1.545
Br -5.1557 3.8870 1.2401 -0.190
C -3.6797 2.8467 0.6955 -0.151
C -2.4649 3.4660 0.4352 -0.780
C -1.3905 2.6837 0.0321 0.175
C -1.5115 1.3145 -0.0981 -0.020
O -0.3727 0.6446 -0.4951 -0.791
C -2.7391 0.6739 0.1451 0.275
C -2.9936 -0.7219 0.0218 -0.118
N -2.0854 -1.6548 -0.3965 -0.017
C -2.3787 -2.9979 -0.3954 0.869
C -3.5475 -3.5958 0.0733 -0.859
C -3.7271 -4.9818 -0.0387 -0.905
C -2.7846 -5.8022 -0.6056 -1.009
C -1.5826 -5.2355 -1.0883 0.926
C -0.5550 -5.9725 -1.6966 -0.539
C 0.5825 -5.3480 -2.1619 -0.639
C 0.7162 -3.9755 -2.0066 -0.050
N -0.2285 -3.2500 -1.4060 -0.084
C -1.3862 -3.8389 -0.9671 0.386
C -3.8217 1.4874 0.5494 -0.961
H -2.3624 4.5376 0.5339 0.471
H -0.4375 3.1399 -0.2023 0.443
H -3.9865 -1.0603 0.2776 0.215
H -4.3247 -3.0031 0.5292 0.312
H -4.6464 -5.4155 0.3336 0.400
H -2.9449 -6.8684 -0.6921 0.419
H -0.6735 -7.0445 -1.8047 0.449
H 1.3724 -5.9026 -2.6488 0.425
H 1.5883 -3.4302 -2.3418 0.063
H -4.7795 1.0216 0.7434 0.478
N 1.9752 -2.6652 3.0630 -0.428
C 1.3220 -2.9640 1.9100 0.559
N 1.5111 -4.2019 1.4012 -0.311
O 0.5938 -2.1275 1.3629 -0.639
H 2.4472 -3.3713 3.5993 0.170
H 1.6780 -1.8352 3.5447 0.275
H 2.1169 -4.8772 1.8302 0.170
H 1.0770 -4.4322 0.5256 0.214
S 3.0240 -1.1997 -1.9655 -0.131
C 1.8614 -0.7320 -0.9772 -0.279
C 2.2530 6.8831 -0.4653 -1.502
C 2.1998 5.3993 -0.2342 0.591
C 2.3900 4.5049 -1.2808 -1.030
C 2.3565 3.1300 -1.0947 1.037
C 2.5299 2.2225 -2.2768 -1.438
C 2.1296 2.6549 0.2036 0.398
Te 2.1708 0.6526 0.7123 0.705
C 1.9050 3.5288 1.2889 0.966
C 1.5870 3.0683 2.6911 -2.035
C 1.9505 4.8904 1.0376 -0.959
H 2.3319 7.1200 -1.5247 0.364
H 3.1154 7.3182 0.0432 0.344
H 1.3622 7.3728 -0.0698 0.361
H 2.5598 4.8866 -2.2811 0.310
H 2.5901 2.8024 -3.1956 0.402
H 1.6856 1.5373 -2.3682 0.218
H 3.4382 1.6204 -2.1984 0.313
H 0.8170 2.2953 2.7107 0.407
H 1.2091 3.9045 3.2764 0.404
H 2.4720 2.6867 3.2072 0.391
H 1.7667 5.5763 1.8575 0.415
```


The following is a quantum chemistry calculation of C32H28MnN2O2P2S2 as an isolated structure, from the OMol25 dataset.

Properties
2S+1   5
Highest occupied orbital energy (alpha / beta)   -10.80 / -11.13 eV
⟨S²⟩   6.159
Net charge   +1

XYZ file:
```
69
Properties=species:S:1:pos:R:3:mulliken_charge:R:1
Mn 0.1092 -1.4883 0.1448 -0.749
S 2.4093 -1.1165 -0.1081 -0.577
P 1.7136 0.8001 -0.2330 1.349
C 0.1382 0.4405 0.4407 0.420
P -1.4641 0.7699 -0.1767 1.269
S -2.2087 -1.1107 0.0717 -0.640
C -2.2636 2.0215 0.8485 0.106
C -1.7067 3.2994 0.8505 0.124
C -2.1768 4.2406 1.7457 -0.859
C -3.1829 3.9005 2.6404 -0.517
C -3.7472 2.6352 2.6191 -0.642
C -3.2867 1.6866 1.7222 -0.652
C -1.6602 1.2279 -1.9191 0.948
C -2.4782 2.2884 -2.2852 -0.487
C -2.6528 2.5691 -3.6286 -0.788
C -2.0096 1.7997 -4.5838 -0.649
C -1.1770 0.7524 -4.2113 -0.625
C -1.0085 0.4548 -2.8736 -0.338
C 2.6003 1.9295 0.8586 0.330
C 1.9221 2.4411 1.9585 -0.109
C 2.5663 3.3206 2.8081 -0.731
C 3.8858 3.6696 2.5618 -0.448
C 4.5584 3.1618 1.4580 -0.678
C 3.9182 2.2875 0.5987 -0.555
C 1.9202 1.4283 -1.9259 0.449
C 2.3937 0.5829 -2.9210 -0.437
C 2.5466 1.0633 -4.2078 -0.743
C 2.2132 2.3762 -4.4981 -0.513
C 1.7417 3.2210 -3.5031 -0.761
C 1.5967 2.7520 -2.2100 -0.210
H -0.9134 3.5379 0.1520 0.479
H -1.7570 5.2362 1.7589 0.452
H -3.5212 4.6240 3.3656 0.411
H -4.5376 2.3836 3.3091 0.425
H -3.7061 0.6911 1.6886 0.394
H -2.9717 2.8780 -1.5249 0.429
H -3.2963 3.3836 -3.9254 0.443
H -2.1752 2.0033 -5.6294 0.424
H -0.6745 0.1736 -4.9695 0.462
H -0.3771 -0.3819 -2.5379 0.152
H 0.8942 2.1438 2.1274 0.453
H 2.0394 3.7383 3.6544 0.428
H 4.3946 4.3432 3.2344 0.396
H 5.5794 3.4585 1.2662 0.406
H 4.4252 1.8812 -0.2662 0.405
H 2.6432 -0.4409 -2.6777 0.464
H 2.9271 0.4132 -4.9812 0.440
H 2.3295 2.7437 -5.5050 0.439
H 1.4915 4.2450 -3.7421 0.470
H 1.2353 3.4008 -1.4222 0.315
O -2.2424 -5.2917 5.2928 -0.514
C -1.4798 -6.2227 4.5860 -0.383
N -1.1358 -5.5796 3.3367 -0.148
C -0.3159 -6.1698 2.4483 0.214
O 0.2105 -7.2439 2.6426 -0.606
C -0.0873 -5.4292 1.1569 0.043
C 0.2424 -6.1963 0.0372 -0.245
C 0.5094 -5.5657 -1.1637 -0.878
C 0.4382 -4.1846 -1.2184 -0.178
N 0.1365 -3.4432 -0.1519 0.036
C -0.1143 -4.0501 1.0154 0.142
H -2.5330 -5.6823 6.1233 0.317
H -2.0505 -7.1468 4.3825 0.289
H -0.5508 -6.4934 5.1160 0.287
H -1.6587 -4.7388 3.1484 0.234
H 0.2961 -7.2696 0.1429 0.512
H 0.7813 -6.1284 -2.0410 0.441
H 0.6327 -3.6400 -2.1367 0.430
H -0.3198 -3.3827 1.8658 0.437
```


The following is a quantum chemistry calculation of a 3-piece molecular cluster, C4H10N2O overall, from the OMol25 dataset.

Properties
2S+1   1
Highest occupied orbital energy (alpha / beta)   -8.50 / -6.23 eV

XYZ file:
```
17
Properties=species:S:1:pos:R:3:mulliken_charge:R:1
C -0.4606 -0.5509 -0.5195 1.037
C 0.9754 1.7996 -0.0623 -0.535
C -0.0823 -0.7015 0.8590 -0.449
N -1.7870 -0.7903 -0.9066 -0.582
N 0.4475 -1.1660 -1.4044 -0.592
C -0.6460 -0.5775 2.0389 -0.917
O 2.2147 1.2619 -0.2749 -0.513
H 2.3455 0.5925 0.4185 0.365
H -0.0477 0.8564 -0.5503 0.094
H 1.3994 -0.8968 -1.1787 0.259
H -1.9218 -1.7195 -1.2864 0.261
H -2.4613 -0.6199 -0.1714 0.236
H 0.2557 -0.9259 -2.3702 0.237
H 0.6968 1.9362 0.9762 0.243
H 0.8157 2.6560 -0.7118 0.346
H -0.0544 -0.3219 2.9129 0.267
H -1.6896 -0.8323 2.2310 0.246
```


The following is a quantum chemistry calculation of C2H10BInO2 as an isolated structure, from the OMol25 dataset.

Properties
2S+1   2
Highest occupied orbital energy (alpha / beta)   -23.81 / -23.77 eV
⟨S²⟩   0.754
Net charge   +3

XYZ file:
```
16
Properties=species:S:1:pos:R:3:mulliken_charge:R:1
In 0.1863 -1.7082 2.7035 1.390
B 2.4484 0.1964 2.1060 0.038
H 2.9376 -0.7594 1.9994 0.131
H 3.1559 0.9806 1.8855 0.460
H 1.6085 0.2452 1.4303 -0.101
H 2.0260 0.2869 3.0947 0.004
C -1.1853 -0.7158 -0.9499 -0.569
C -1.4591 0.6744 -1.4762 -0.259
O -2.4630 0.7285 -2.4950 -0.009
O -0.0049 -0.8143 -0.1042 -0.443
H -0.9635 -1.3329 -1.8206 0.388
H -2.0925 -1.0775 -0.4660 0.423
H -0.5160 1.0038 -1.9124 0.384
H -1.6885 1.3400 -0.6441 0.399
H -2.6843 1.6569 -2.5984 0.454
H 0.6945 -0.7044 -0.7526 0.311
```


F_max per entry: 0.8 1.6 2.5 10.0 eV Å⁻¹
Energy above the lowest of the compared OMol25 structures with the same formula, charge and spin per entry: 1.055 0.379 7.107 0.844 eV
E_tot per entry: -129090.68034 -112278.75024 -9331.88017 -12134.35814 eV